Below is a 2-piece molecular cluster, C9H14 overall in a non-equilibrium geometry, with properties calculated with wB97M-V/def2-TZVPD.

```
23
Properties=species:S:1:pos:R:3
C 1.20 -0.60 0.14
C 1.10 0.69 0.91
C 1.78 0.75 2.11
C 1.55 1.98 2.80
C 0.60 2.87 2.46
C -0.26 2.66 1.39
C 0.14 1.63 0.53
H 0.51 -1.34 0.51
H 2.25 -0.77 0.01
H 0.79 -0.53 -0.90
H 2.49 0.04 2.50
H 2.25 2.33 3.62
H 0.68 3.77 3.06
H -1.08 3.32 0.99
H -0.55 1.25 -0.26
C -1.65 -2.14 -3.22
C -1.74 -2.44 -1.77
H -2.46 -1.50 -3.65
H -0.80 -1.48 -3.40
H -1.57 -2.98 -3.88
H -0.78 -2.86 -1.33
H -2.55 -3.13 -1.52
H -1.91 -1.50 -1.11
```

E_HOMO: -9.2 eV
2S+1: 1
Total energy: -9558.81992 eV
Structure (SMILES): Cc1ccccc1.CC
Gap between HOMO and LUMO: 10.15 eV
LUMO energy: 0.97 eV
Energy above the lowest of the compared OMol25 structures with the same formula, charge and spin: 31.40 kcal per mole